Entry 1:
ORCA calculation (ωB97M-V/def2-TZVPD) on a cluster of 6 separate species, C43H100F3N5O6S in total at a distorted geometry.

Last column: Löwdin charge in e.
Positions of all 158 atoms, in Å:
C: -1.96 -7.37 4.04  -0.080
C: -2.60 -6.06 4.33  -0.298
C: -1.83 -4.87 3.97  -0.217
C: -2.55 -3.51 4.10  -0.083
N: -1.70 -2.26 3.78  -0.194
C: -2.56 -0.94 3.68  -0.051
C: -2.26 -0.22 4.98  -0.127
C: -0.81 -0.56 5.26  -0.163
C: -0.75 -1.99 4.95  -0.123
C: -0.91 -2.44 2.44  0.022
H: -1.86 -7.66 2.99  0.090
H: -2.49 -8.12 4.63  0.097
H: -0.96 -7.33 4.46  0.082
H: -2.88 -5.87 5.37  0.129
H: -3.54 -6.00 3.78  0.125
H: -1.58 -5.03 2.92  0.114
H: -0.90 -4.86 4.55  0.125
H: -3.07 -3.33 5.04  0.150
H: -3.28 -3.38 3.31  0.128
H: -2.29 -0.47 2.74  0.093
H: -3.61 -1.23 3.60  0.135
H: -2.35 0.85 4.82  0.100
H: -2.81 -0.52 5.88  0.142
H: -0.16 -0.13 4.49  0.107
H: -0.49 -0.30 6.27  0.146
H: 0.20 -2.35 4.56  0.123
H: -1.03 -2.64 5.78  0.149
H: -0.42 -1.55 2.07  0.067
H: -1.62 -2.81 1.71  0.104
H: -0.14 -3.22 2.44  0.096
C: 0.89 -3.09 -1.17  -0.093
C: 1.20 -3.61 -2.58  -0.191
C: 0.93 -2.56 -3.76  -0.144
C: 1.84 -1.37 -3.58  -0.133
N: 1.93 -0.52 -4.85  -0.239
C: 2.24 -1.35 -6.11  -0.073
C: 2.72 -0.25 -7.04  -0.128
C: 3.62 0.60 -6.15  -0.141
C: 3.05 0.54 -4.78  -0.110
C: 0.58 0.18 -5.04  0.026
H: -0.08 -2.58 -1.18  0.069
H: 1.74 -2.48 -0.87  0.032
H: 0.89 -3.82 -0.37  0.081
H: 0.44 -4.35 -2.85  0.112
H: 2.18 -4.08 -2.70  0.119
H: -0.06 -2.16 -3.55  0.101
H: 0.96 -3.09 -4.72  0.125
H: 2.88 -1.63 -3.41  0.127
H: 1.66 -0.54 -2.89  0.111
H: 1.35 -1.83 -6.51  0.136
H: 3.00 -2.10 -5.89  0.154
H: 1.88 0.26 -7.51  0.122
H: 3.34 -0.67 -7.82  0.140
H: 3.52 1.67 -6.35  0.130
H: 4.70 0.45 -6.25  0.141
H: 2.72 1.47 -4.32  0.138
H: 3.82 0.11 -4.14  0.119
H: -0.14 -0.57 -5.35  0.096
H: 0.81 0.92 -5.81  0.105
H: 0.26 0.75 -4.17  0.105
C: -1.01 4.79 1.62  -0.048
C: -1.07 5.63 2.97  -0.069
N: -0.83 4.86 4.30  -0.217
C: -0.06 5.65 5.32  0.033
C: -2.24 4.74 4.98  -0.162
C: -3.34 4.02 4.19  -0.051
C: -0.33 3.39 4.08  -0.063
C: 1.22 3.27 4.15  -0.153
O: 1.64 4.21 3.13  -0.203
C: 3.02 4.32 3.13  -0.110
H: -1.32 5.36 0.75  0.097
H: -1.72 3.96 1.54  0.054
H: -0.01 4.36 1.52  0.046
H: -1.88 6.35 3.10  0.141
H: -0.08 6.09 3.00  0.113
H: 0.89 6.02 4.93  0.114
H: 0.04 5.00 6.19  0.122
H: -0.67 6.53 5.53  0.123
H: -2.63 5.73 5.19  0.131
H: -2.19 4.38 6.01  0.134
H: -3.08 3.04 3.80  0.051
H: -3.53 4.58 3.27  0.078
H: -4.28 3.81 4.70  0.104
H: -0.55 2.97 3.10  0.079
H: -0.78 2.76 4.85  0.123
H: 1.54 2.26 3.86  0.114
H: 1.68 3.40 5.13  0.134
H: 3.34 4.70 2.16  0.103
H: 3.54 3.37 3.19  0.072
H: 3.45 4.97 3.88  0.111
C: 7.24 -1.29 0.49  -0.034
C: 6.21 -0.62 1.39  -0.149
N: 4.89 -0.13 0.72  -0.201
C: 4.08 0.48 1.88  0.021
C: 5.10 0.82 -0.48  -0.108
C: 3.80 1.25 -1.22  -0.044
C: 4.04 -1.40 0.21  -0.065
C: 3.98 -2.64 1.16  -0.166
O: 3.22 -2.31 2.35  -0.229
C: 3.48 -3.21 3.48  -0.042
H: 6.76 -2.18 0.10  0.079
H: 8.15 -1.55 1.04  0.111
H: 7.59 -0.72 -0.37  0.086
H: 6.54 0.30 1.88  0.133
H: 6.02 -1.28 2.23  0.125
H: 4.22 -0.17 2.75  0.100
H: 3.02 0.52 1.63  0.084
H: 4.59 1.40 2.12  0.102
H: 5.69 0.26 -1.21  0.122
H: 5.67 1.63 -0.02  0.141
H: 3.12 1.66 -0.47  0.057
H: 3.38 0.36 -1.67  0.041
H: 4.01 2.04 -1.95  0.099
H: 4.31 -1.66 -0.81  0.129
H: 3.02 -1.07 0.02  0.062
H: 4.98 -3.05 1.30  0.121
H: 3.43 -3.47 0.73  0.127
H: 4.31 -2.91 4.13  0.098
H: 3.82 -4.17 3.10  0.093
H: 2.56 -3.44 4.02  0.078
C: -5.99 -1.01 -5.33  -0.040
C: -5.72 0.40 -4.70  -0.090
N: -4.42 0.50 -3.80  -0.210
C: -4.22 1.98 -3.43  0.051
C: -4.58 -0.48 -2.58  -0.153
C: -5.50 0.02 -1.47  -0.040
C: -3.19 -0.04 -4.57  -0.094
C: -2.71 0.70 -5.81  -0.220
O: -2.14 1.99 -5.65  -0.218
C: -1.78 2.65 -6.88  -0.044
H: -6.81 -0.95 -6.05  0.101
H: -6.31 -1.82 -4.69  0.084
H: -5.20 -1.41 -5.97  0.077
H: -6.58 0.78 -4.15  0.131
H: -5.52 1.10 -5.51  0.122
H: -4.01 2.44 -4.40  0.099
H: -3.30 2.10 -2.85  0.094
H: -5.13 2.33 -2.95  0.114
H: -3.60 -0.64 -2.14  0.083
H: -4.75 -1.48 -2.98  0.128
H: -5.38 -0.72 -0.68  0.096
H: -6.48 0.19 -1.90  0.092
H: -5.19 0.99 -1.07  0.071
H: -3.43 -1.07 -4.85  0.126
H: -2.33 -0.18 -3.92  0.101
H: -3.52 0.89 -6.51  0.129
H: -2.14 -0.03 -6.39  0.128
H: -1.09 1.98 -7.39  0.081
H: -1.28 3.60 -6.68  0.105
H: -2.60 2.79 -7.60  0.105
C: -1.65 0.56 -0.46  -0.601
F: -2.45 1.66 -0.40  0.135
F: -2.24 -0.50 0.11  0.152
F: -1.37 0.37 -1.74  0.128
S: 0.00 0.96 0.36  0.574
O: 0.37 2.34 -0.01  -0.055
O: -0.38 0.92 1.76  -0.162
O: 1.00 -0.02 -0.06  -0.177

Values from the calculation:
* gap between HOMO and LUMO (spin up / spin down): 10.30 / 3.34 eV
* energy: -84880.38759 eV
* net charge: +5
* spin multiplicity: 2
* ⟨S²⟩: 0.77

Entry 2:
ORCA calculation (ωB97M-V/def2-TZVPD) on a cluster of 2 separate species, C6H11N2O in total at a distorted geometry.

Last column: Löwdin charge in e.
Positions of all 20 atoms, in Å:
C: -0.35 -1.24 -0.45  -0.113
C: 2.47 0.17 -2.08  0.031
C: -0.89 0.50 -1.70  -0.157
C: -0.71 1.08 -0.26  -0.057
C: -1.09 -0.11 1.76  -0.024
C: 1.18 -0.11 0.98  -0.044
N: -0.65 -0.93 -1.61  0.119
N: -0.21 -0.12 0.57  -0.318
O: 3.03 -0.79 -2.26  0.091
H: -0.12 -2.28 -0.32  0.153
H: -1.97 0.70 -2.05  0.162
H: -0.01 0.87 -2.24  0.083
H: 0.22 1.84 -0.21  0.185
H: -1.74 1.35 0.16  0.148
H: -0.74 -0.85 2.56  0.135
H: -1.00 0.91 2.21  0.124
H: -2.12 -0.44 1.60  0.119
H: 1.53 -1.09 1.60  0.170
H: 1.74 -0.18 0.00  0.046
H: 1.44 0.72 1.74  0.147

Values from the calculation:
* gap between HOMO and LUMO: 12.31 eV
* relative energy (zero: lowest compared OMol25 entry of this formula, charge and spin): 79.7 kcal/mol
* energy: -11418.71066 eV
* net charge: +1

Entry 3:
ORCA calculation (ωB97M-V/def2-TZVPD) on the molecule C5H6OS2.

Last column: Löwdin charge in e.
Positions of all 14 atoms, in Å:
C: 0.06 2.06 -0.01  -0.060
C: 0.00 0.58 0.01  -0.306
C: 1.12 -0.32 0.01  -0.595
C: 0.61 -1.57 0.02  -0.128
C: -1.10 -0.23 0.00  -0.652
H: -0.94 2.51 -0.12  0.068
H: 0.51 2.45 0.94  0.099
H: 0.67 2.43 -0.84  0.084
H: 2.97 0.51 1.20  -0.122
H: 1.07 -2.55 -0.02  0.135
H: -3.07 -0.06 1.22  -0.123
O: -0.74 -1.54 0.00  -0.015
S: 2.84 0.09 -0.08  0.780
S: -2.80 0.15 -0.08  0.836

Values from the calculation:
* gap between HOMO and LUMO: 9.55 eV
* relative energy (zero: lowest compared OMol25 entry of this formula, charge and spin): 8.8 kcal/mol
* energy: -28999.57363 eV

Entry 4:
ORCA calculation (ωB97M-V/def2-TZVPD) on a structure of composition C16H34BNP2Zr at a distorted geometry.

Last column: Löwdin charge in e.
Positions of all 55 atoms, in Å:
P: 0.18 -1.76 -5.62  0.853
P: 0.39 2.02 -5.30  0.944
C: -0.15 -0.45 -6.83  -0.379
C: 0.66 0.85 -6.64  -0.308
H: -1.22 -0.22 -6.89  0.090
H: 0.12 -0.87 -7.81  0.101
H: 1.74 0.63 -6.69  0.101
H: 0.43 1.49 -7.52  0.124
C: -1.17 2.84 -5.66  -0.152
H: -1.48 3.55 -4.89  0.087
H: -1.97 2.11 -5.82  0.069
H: -0.96 3.37 -6.59  0.072
C: 1.69 3.26 -5.68  -0.147
H: 1.41 3.79 -6.60  0.078
H: 2.62 2.69 -5.84  0.072
H: 1.85 4.00 -4.87  0.079
C: -1.17 -2.96 -5.94  -0.241
H: -1.21 -3.65 -5.08  0.044
H: -0.96 -3.54 -6.86  0.059
H: -2.13 -2.43 -6.04  0.053
C: 1.63 -2.54 -6.36  -0.252
H: 2.47 -1.85 -6.39  0.046
H: 1.39 -2.87 -7.37  0.056
H: 1.91 -3.41 -5.76  0.056
Zr: 0.90 -0.37 -0.75  1.637
C: 0.46 1.99 -3.53  -0.449
C: -0.84 2.06 -2.87  -0.200
C: -1.95 1.15 -3.09  -0.211
C: -2.43 -0.04 -2.06  -0.148
C: -1.69 -1.31 -1.99  -0.038
C: -0.36 -1.55 -2.39  -0.253
C: 0.51 -0.61 -3.27  -0.352
C: 1.32 0.74 -2.89  -0.209
C: 2.49 -1.40 0.29  -0.270
H: 0.97 2.93 -3.27  0.126
H: -0.70 2.50 -1.87  0.112
H: -1.85 0.61 -4.07  0.101
H: -2.86 1.81 -3.21  0.141
H: -2.60 0.41 -1.07  0.121
H: -3.46 -0.26 -2.42  0.136
H: -2.18 -2.16 -1.48  0.143
H: 0.03 -2.58 -2.42  0.119
H: -0.14 -0.25 -4.09  0.015
H: 1.28 -1.27 -3.74  0.067
H: 1.64 1.16 -1.78  0.088
H: 2.30 0.61 -3.40  0.123
H: 3.33 -0.68 0.44  0.035
H: 2.79 -2.31 -0.28  0.027
H: 2.01 -1.66 1.27  0.040
B: -1.87 1.83 2.46  -0.355
C: -0.98 1.31 1.36  -0.148
N: -0.27 0.86 0.52  -0.061
H: -1.31 1.69 3.55  0.057
H: -2.93 1.24 2.53  0.045
H: -2.11 3.03 2.32  0.056

Values from the calculation:
* gap between HOMO and LUMO (spin up / spin down): 4.18 / 4.19 eV
* relative energy (zero: lowest compared OMol25 entry of this formula, charge and spin): 0.0 kcal/mol
* energy: -39143.70004 eV
* net charge: +2

Entry 5:
ORCA calculation (ωB97M-V/def2-TZVPD) on the molecule C3H8N2O2 at a distorted geometry.

Last column: Löwdin charge in e.
Positions of all 15 atoms, in Å:
C: -0.10 -0.55 -0.08  -0.413
N: 0.89 0.52 -0.36  -0.158
N: 0.26 -1.50 0.94  0.071
C: -1.37 0.17 0.29  -0.137
C: -2.32 0.46 -0.58  0.020
O: 1.33 1.06 0.87  -0.061
O: 2.18 -0.10 -0.79  -0.062
H: 2.02 1.68 0.45  0.139
H: 2.50 0.43 -1.54  0.084
H: -0.21 -1.07 -1.03  0.147
H: 0.43 -1.02 1.82  0.075
H: 1.11 -1.99 0.67  0.077
H: -1.40 0.54 1.31  0.104
H: -2.27 0.14 -1.60  0.059
H: -3.06 1.23 -0.37  0.055

Values from the calculation:
* gap between HOMO and LUMO: 9.94 eV
* relative energy (zero: lowest compared OMol25 entry of this formula, charge and spin): 114.2 kcal/mol
* energy: -10312.00049 eV

Entry 6:
ORCA calculation (ωB97M-V/def2-TZVPD) on the molecule CH2BrP at a distorted geometry.

Last column: Löwdin charge in e.
Positions of all 5 atoms, in Å:
C: 0.26 2.23 -0.29  -0.405
P: -2.21 -1.21 0.17  0.392
Br: -1.24 1.06 -0.12  0.419
H: 1.23 2.00 0.22  -0.077
H: -1.05 -1.75 -0.26  -0.329

Values from the calculation:
* gap between HOMO and LUMO (spin up / spin down): 7.39 / 5.80 eV
* relative energy (zero: lowest compared OMol25 entry of this formula, charge and spin): 148.4 kcal/mol
* energy: -80393.38439 eV